This record from the Open Molecules 2025 dataset describes a molecular structure, C32H37ClN2Si2Y. The level of theory is wB97M-V/def2-TZVPD.

Charge: +1
E_HOMO, eV: -8.271
Frontier orbital gap, eV: 5.219

Last column: Mulliken charge in e.
Geometry (Å):
Y1 -0.044 -0.614 3.351  0.36
Cl1 2.585 0.139 -1.666  -0.27
Si1 0.359 -0.074 0.432  0.10
Si2 2.148 0.211 -3.688  0.33
N1 1.666 -0.744 5.018  -0.56
N2 0.369 1.654 3.969  -0.48
C1 -1.145 2.673 -4.481  -0.73
C2 0.437 -3.860 -5.074  -0.47
C3 -1.422 -0.387 5.307  -0.64
C4 -2.252 0.008 4.199  -0.41
C5 0.060 -2.912 0.520  -0.81
C6 0.988 1.522 -4.320  0.27
C7 1.897 -2.618 -3.585  -0.34
C8 0.671 -1.467 -5.348  -0.14
C9 1.805 2.073 4.098  -0.52
C10 -0.700 3.566 -1.217  -0.48
C11 1.540 2.441 -5.240  -0.38
C12 0.741 3.439 -5.804  -0.57
C13 -1.785 -4.099 -0.505  -0.58
C14 -2.496 2.911 0.282  -0.65
C15 0.112 -2.680 -5.760  -0.72
C16 1.936 0.309 6.039  -0.56
C17 -2.462 -1.145 3.375  -0.32
C18 -1.952 3.822 -0.642  -0.66
C19 1.342 -3.832 -4.001  -0.54
C20 -1.628 -1.694 -0.759  -0.46
C21 -1.764 -2.244 3.944  -0.63
C22 -0.558 1.457 -0.008  0.83
C23 -1.808 1.739 0.598  0.25
C24 -1.120 -1.788 5.140  -0.99
C25 -0.356 1.644 -3.943  -0.09
C26 -0.594 3.570 -5.405  -0.48
C27 -0.614 -4.110 0.263  -0.81
C28 -0.466 -1.684 0.040  1.46
C29 1.556 -1.434 -4.258  0.49
C30 2.468 1.576 5.382  -0.64
C31 -2.290 -2.898 -1.017  -0.70
C32 0.012 2.424 -0.861  -0.91
H1 -0.588 -2.690 -6.594  0.39
H2 -1.788 -3.274 3.588  0.53
H3 -2.756 0.970 4.099  0.47
H4 -1.213 0.210 6.202  0.72
H5 2.566 -2.582 -2.718  0.28
H6 1.861 3.173 4.071  0.44
H7 -0.158 1.800 4.845  0.31
H8 1.165 4.117 -6.550  0.39
H9 2.604 2.361 -5.495  0.33
H10 -0.128 2.200 3.256  0.32
H11 -0.613 -2.421 5.871  0.72
H12 2.505 -0.922 4.448  0.31
H13 2.671 -0.087 6.754  0.41
H14 -1.976 -0.750 -1.184  0.27
H15 0.382 -0.532 -5.840  0.36
H16 2.448 2.377 6.132  0.29
H17 -2.235 1.017 1.307  0.16
H18 1.601 -4.749 -3.471  0.38
H19 -2.288 -5.032 -0.744  0.43
H20 1.010 2.248 -1.268  0.41
H21 1.018 -2.912 1.053  0.46
H22 -0.037 -4.794 -5.356  0.40
H23 -2.181 2.776 -4.163  0.42
H24 -1.206 4.372 -5.806  0.39
H25 2.332 1.697 3.207  0.24
H26 -3.145 -1.202 2.526  0.50
H27 -0.288 4.263 -1.957  0.44
H28 1.447 -1.641 5.467  0.32
H29 -3.192 -2.890 -1.632  0.43
H30 -0.229 -5.063 0.635  0.47
H31 3.520 0.459 -4.178  -0.29
H32 3.536 1.410 5.188  0.35
H33 -3.462 3.123 0.747  0.42
H34 1.851 -0.080 0.704  -0.22
H35 -0.778 0.961 -3.199  0.55
H36 -2.502 4.719 -0.927  0.39
H37 1.013 0.478 6.609  0.25


This record from the Open Molecules 2025 dataset describes a single CH3NO2S molecule. The level of theory is wB97M-V/def2-TZVPD.

E_HOMO, eV: -10.188
Frontier orbital gap, eV: 10.209

Last column: natural (NBO) charge in e.
Geometry (Å):
S1 -1.467 -0.840 -0.577  0.03
O1 1.801 0.186 -0.874  -0.36
O2 1.290 -0.673 1.033  -0.38
N1 1.046 -0.044 0.032  0.51
C1 -0.331 0.477 -0.086  -0.45
H1 -1.420 -1.443 0.613  0.14
H2 -0.655 0.920 0.852  0.24
H3 -0.263 1.418 -0.992  0.26


This record from the Open Molecules 2025 dataset describes a molecular structure, C19H34F6OP2Zr. The level of theory is wB97M-V/def2-TZVPD.

Charge: +2
E_HOMO (spin up / spin down), eV: -13.016 / -13.018
Frontier orbital gap (spin up / spin down), eV: 2.617 / 2.622

Last column: natural (NBO) charge in e.
Geometry (Å):
Zr1 -0.018 -0.405 2.655  2.47
P1 -0.008 1.389 -3.855  0.80
P2 0.177 -1.798 -3.967  0.83
F1 0.870 1.330 7.750  -0.30
F2 2.430 1.796 6.201  -0.30
F3 -0.673 3.136 6.691  -0.30
F4 1.723 -0.294 6.486  -0.32
F5 0.869 3.575 5.122  -0.30
F6 -1.215 3.006 4.515  -0.33
O1 0.774 1.009 4.117  -0.85
C1 -1.519 0.341 0.010  -0.44
C2 0.198 1.273 5.404  0.10
C3 0.544 -1.773 0.953  -0.36
C4 1.627 0.441 0.252  -0.45
C5 0.264 0.576 -5.512  -0.70
C6 1.314 1.024 6.474  0.97
C7 1.145 2.829 -4.061  -0.93
C8 -0.220 -0.879 -5.541  -0.70
C9 -1.611 2.258 -4.204  -0.93
C10 -0.211 2.769 5.435  0.97
C11 0.646 1.125 1.179  -0.29
C12 -0.985 -3.229 -4.182  -0.93
C13 1.210 -0.989 -0.167  -0.45
C14 1.751 -2.631 -4.493  -0.93
C15 -0.741 1.059 1.101  -0.37
C16 0.066 -1.872 4.124  -1.35
C17 -1.054 0.449 5.788  -0.67
C18 -0.829 -1.847 1.165  -0.36
C19 -1.896 -1.113 0.384  -0.45
H1 1.010 3.527 -3.229  0.24
H2 -1.310 -0.903 -5.663  0.24
H3 2.034 -3.374 -3.740  0.24
H4 1.797 1.057 -0.644  0.31
H5 -2.442 0.898 -0.184  0.28
H6 2.180 2.474 -4.038  0.24
H7 -2.016 -2.883 -4.057  0.24
H8 -1.194 -2.672 1.774  0.30
H9 -0.787 -3.979 -3.410  0.24
H10 -1.832 2.949 -3.385  0.24
H11 0.548 -0.953 -1.036  0.27
H12 0.974 3.364 -5.004  0.25
H13 2.559 -1.896 -4.554  0.24
H14 -2.427 1.530 -4.253  0.24
H15 2.106 -1.531 -0.486  0.28
H16 -0.808 -0.575 6.097  0.25
H17 -0.885 -3.699 -5.168  0.25
H18 -0.948 0.359 -0.922  0.26
H19 -1.302 1.782 1.688  0.31
H20 1.341 0.611 -5.716  0.24
H21 -2.157 -1.675 -0.526  0.30
H22 0.215 -1.418 -6.395  0.25
H23 2.587 0.389 0.777  0.25
H24 0.781 -1.607 4.909  0.32
H25 -1.578 2.821 -5.145  0.24
H26 -0.925 -1.960 4.588  0.29
H27 1.648 -3.131 -5.464  0.25
H28 1.159 -2.527 1.437  0.30
H29 0.341 -2.848 3.706  0.27
H30 1.074 1.913 1.796  0.32
H31 -2.798 -1.094 1.005  0.25
H32 -0.234 1.169 -6.293  0.25
H33 -1.826 0.478 4.992  0.21
H34 -1.509 0.846 6.721  0.30


Calculated calculated total energy (eV), listed in the same order as above: -66080.8742, -17502.3352, -58443.2435
Calculated energy relative to the best compared isomer or geometry (same formula, charge and spin) (kcal/mol), listed in the same order as above: 11.77, 72.29, 75.36